(1)
This record from the OMol25 dataset describes a structure of composition C41H61BiN4O4S2Se in a non-equilibrium geometry. The level of theory is the ωB97M-V functional and the def2-TZVPD basis.

```
114
Properties=species:S:1:pos:R:3:lowdin_charge:R:1
Bi 12.561 11.190 10.603 1.544
C 15.477 13.467 18.194 -0.057
C 14.765 14.301 17.131 -0.553
C 15.714 15.408 16.696 -0.069
C 13.429 14.906 17.677 -0.048
C 14.504 13.419 15.919 -0.209
C 13.262 13.311 15.311 -0.075
C 13.049 12.599 14.123 -0.405
Se 11.307 12.576 13.288 1.000
C 10.543 10.970 14.075 -0.379
C 10.152 11.001 15.446 -0.077
C 9.680 9.838 16.052 -0.190
C 9.592 8.678 15.259 -0.011
C 10.031 8.591 13.945 -0.086
C 10.568 9.764 13.296 -0.404
O 11.050 9.718 12.100 -0.286
C 10.117 7.239 13.214 -0.515
C 9.481 6.160 14.055 -0.098
C 11.585 6.875 12.960 -0.041
C 9.334 7.302 11.847 -0.027
C 9.209 9.845 17.533 -0.572
C 7.669 9.613 17.698 -0.051
C 9.948 8.719 18.253 -0.075
C 9.497 11.177 18.193 -0.095
C 14.074 11.788 13.601 -0.391
O 13.911 10.983 12.593 -0.328
C 15.341 11.874 14.247 -0.088
C 15.519 12.658 15.367 -0.007
C 16.497 11.057 13.681 -0.502
C 16.324 9.574 14.068 -0.042
C 17.845 11.474 14.342 -0.097
C 16.691 11.284 12.171 -0.071
H 15.925 14.189 18.925 0.090
H 14.761 12.775 18.673 0.095
H 16.265 12.891 17.838 0.040
H 15.891 16.141 17.487 0.072
H 16.708 15.047 16.457 0.071
H 15.444 15.895 15.735 0.102
H 13.681 15.421 18.592 0.068
H 13.056 15.576 16.920 0.076
H 12.722 14.094 17.862 0.076
H 12.355 13.806 15.690 0.086
H 10.260 11.947 15.951 0.074
H 9.267 7.800 15.776 0.073
H 10.068 6.015 14.958 0.076
H 8.446 6.384 14.333 0.082
H 9.477 5.239 13.461 0.079
H 12.241 6.882 13.839 0.095
H 11.720 5.892 12.546 0.058
H 11.996 7.593 12.203 0.077
H 8.278 7.528 11.957 0.078
H 9.860 8.048 11.280 0.051
H 9.412 6.387 11.263 0.068
H 7.426 8.664 17.190 0.078
H 7.451 9.486 18.778 0.075
H 7.179 10.479 17.265 0.075
H 9.828 7.734 17.798 0.067
H 11.040 8.962 18.324 0.100
H 9.604 8.648 19.312 0.076
H 8.892 11.963 17.750 0.074
H 9.290 11.072 19.268 0.077
H 10.585 11.530 18.071 0.107
H 16.503 12.830 15.746 0.083
H 16.498 9.446 15.137 0.077
H 15.298 9.271 13.849 0.070
H 16.932 8.846 13.501 0.090
H 17.898 11.251 15.405 0.062
H 18.671 10.921 13.873 0.072
H 18.105 12.554 14.217 0.093
H 15.984 10.676 11.589 -0.005
H 16.501 12.356 11.836 0.113
H 17.738 11.082 11.897 0.076
C 13.969 6.420 10.207 -0.007
C 13.343 7.796 9.997 -0.299
N 13.789 8.828 10.621 -0.097
O 14.837 8.630 11.485 -0.088
C 12.196 7.951 9.143 -0.356
C 11.660 6.817 8.370 -0.064
N 11.684 9.132 9.023 -0.166
O 10.644 9.333 8.305 -0.242
H 14.994 6.597 10.554 0.073
H 14.025 5.863 9.278 0.065
H 13.375 5.913 10.978 0.071
H 14.785 9.477 11.980 0.020
H 11.306 5.974 9.004 0.080
H 12.379 6.471 7.585 0.083
H 10.799 7.310 7.889 0.059
S 13.137 13.915 10.615 0.448
C 14.382 14.186 9.390 -0.718
C 14.595 15.474 8.914 -0.151
C 15.482 15.773 7.865 -0.126
C 16.236 14.739 7.342 -0.151
C 16.046 13.490 7.865 -0.165
C 15.101 13.126 8.835 -0.669
S 14.879 11.409 9.319 0.499
H 14.058 16.257 9.433 0.079
H 15.603 16.796 7.607 0.069
H 16.914 14.908 6.530 0.078
H 16.656 12.648 7.469 0.094
N 9.775 11.509 10.039 -0.032
C 9.171 12.674 9.442 -0.281
C 9.581 12.856 7.989 -0.212
C 11.063 13.116 7.777 -0.304
N 11.870 11.951 8.050 -0.083
H 9.740 10.678 9.526 0.010
H 9.586 11.263 10.991 0.043
H 9.461 13.547 10.010 0.102
H 8.060 12.591 9.466 0.102
H 9.042 13.736 7.593 0.105
H 9.232 11.966 7.457 0.108
H 11.405 13.977 8.479 0.096
H 11.183 13.453 6.736 0.098
H 12.817 12.057 7.709 0.030
H 11.431 11.092 7.683 0.052
```

As for the lowest unoccupied orbital energy: 4.05 eV. The total charge is -2. For the HOMO energy, the calculation gives -0.0698 Eh. Its HOMO-LUMO gap is 5.94 eV.



(2)
This record from the OMol25 dataset describes a structure of composition C41H61IN6O4STeV in a non-equilibrium geometry. The level of theory is the ωB97M-V functional and the def2-TZVPD basis.

```
116
Properties=species:S:1:pos:R:3:lowdin_spin:R:1
V -0.672 0.679 -0.051 1.900
C 4.502 1.517 -0.728 0.000
C 4.935 0.050 -0.764 0.000
C 4.287 -0.693 -1.942 0.000
C 4.753 -0.719 0.543 0.001
C 5.731 -1.679 0.795 0.000
C 5.763 -2.421 1.959 0.001
C 4.833 -2.137 2.945 0.000
C 3.840 -1.187 2.747 0.001
C 2.945 -0.821 3.921 0.000
C 2.595 -2.009 4.822 0.000
C 3.619 0.270 4.768 0.000
C 3.737 -0.524 1.497 0.000
N 2.563 0.214 1.211 0.008
C 2.430 1.376 1.687 0.001
C 1.310 2.301 1.668 0.006
C 1.407 3.446 2.438 0.002
C 0.190 4.125 2.341 0.000
C -0.624 3.378 1.500 0.004
N 0.052 2.262 1.057 0.002
C -2.016 3.840 1.089 0.001
C -2.604 4.691 2.223 0.000
C -1.909 4.722 -0.167 0.000
C -3.009 2.707 0.820 0.015
H 4.847 2.023 -1.635 0.000
H 4.934 2.032 0.135 0.000
H 3.420 1.610 -0.679 0.000
H 6.013 0.052 -0.938 0.000
H 3.203 -0.712 -1.829 0.000
H 4.638 -1.726 -1.986 0.000
H 4.552 -0.197 -2.886 0.000
H 6.491 -1.847 0.037 0.000
H 6.511 -3.191 2.106 0.000
H 4.880 -2.663 3.893 0.000
H 2.020 -0.412 3.526 0.000
H 3.427 -2.261 5.489 0.000
H 2.348 -2.897 4.236 0.000
H 1.734 -1.758 5.449 0.000
H 4.589 -0.086 5.127 0.000
H 3.001 0.532 5.634 0.000
H 3.794 1.176 4.186 0.000
H 3.265 1.823 2.239 0.000
H 2.266 3.732 3.031 0.000
H -0.064 5.048 2.839 0.000
H -2.085 5.647 2.321 0.000
H -2.541 4.168 3.182 0.000
H -3.656 4.902 2.013 0.000
H -1.126 5.474 -0.034 0.000
H -2.859 5.240 -0.348 0.000
H -1.683 4.126 -1.053 0.000
H -3.123 2.078 1.707 0.000
H -2.718 2.081 -0.018 0.008
H -3.984 3.135 0.577 0.001
C -3.033 -0.847 2.616 -0.001
C -1.521 -0.646 2.577 0.005
C -0.830 -1.970 2.867 -0.001
C -1.123 0.413 3.605 0.000
O -1.118 -0.186 1.279 -0.028
H -3.328 -1.153 3.621 0.000
H -3.325 -1.637 1.918 0.000
H -3.564 0.074 2.363 0.000
H -1.026 -2.277 3.898 0.000
H 0.245 -1.871 2.700 0.000
H -1.183 -2.739 2.180 0.000
H -1.345 0.066 4.617 0.000
H -1.662 1.347 3.416 0.000
H -0.059 0.632 3.520 0.000
Te 0.670 -2.523 -0.825 0.018
C 0.901 -4.395 -1.753 0.009
C 1.729 -5.418 -1.370 0.001
C 1.691 -6.557 -2.236 0.000
C 0.834 -6.400 -3.281 0.000
S 0.074 -4.857 -3.199 0.000
H 2.356 -5.343 -0.488 0.000
H 2.281 -7.454 -2.080 0.000
H 0.600 -7.089 -4.083 0.000
N 2.189 2.162 -3.399 0.000
C 1.721 2.166 -2.113 0.001
N 1.552 3.403 -1.542 0.000
O 1.510 1.106 -1.525 0.013
H 2.552 2.999 -3.815 0.000
H 2.504 1.274 -3.748 0.000
H 1.247 4.139 -2.158 0.000
H 1.031 3.361 -0.678 0.000
I -1.486 -2.502 -7.433 0.000
C -1.452 -1.069 -5.897 0.000
C -2.388 -0.044 -5.916 0.000
C -2.364 0.902 -4.902 0.000
C -1.437 0.802 -3.874 0.000
C -0.504 -0.229 -3.872 0.001
C -0.503 -1.172 -4.893 0.000
C -1.426 1.838 -2.791 0.005
O -1.657 2.992 -3.054 0.011
O -1.097 1.406 -1.591 0.005
H -3.124 0.016 -6.707 0.000
H -3.074 1.721 -4.892 0.000
H 0.220 -0.308 -3.064 0.000
H 0.225 -1.974 -4.892 0.000
C -4.767 -2.626 -0.791 0.000
C -4.840 -1.145 -1.179 0.000
C -5.984 -0.474 -0.425 0.000
C -5.061 -1.019 -2.685 0.000
N -3.628 -0.393 -0.825 0.002
N -2.382 -1.004 -1.144 0.002
H -5.739 -3.099 -0.953 0.000
H -4.504 -2.738 0.266 0.000
H -4.029 -3.163 -1.389 0.000
H -6.947 -0.847 -0.779 0.000
H -5.947 0.610 -0.576 0.000
H -5.910 -0.677 0.649 0.000
H -6.015 -1.472 -2.972 0.000
H -4.265 -1.523 -3.242 0.000
H -5.063 0.036 -2.973 0.000
H -3.620 -0.190 0.164 0.001
H -2.288 -1.959 -0.817 0.000
H -2.265 -0.990 -2.143 0.000
```

As for the spin multiplicity: 3. As for the lowest unoccupied orbital energy (spin up / spin down): 2.08 / 2.08 eV. The total charge is -1. For the HOMO energy (spin up / spin down), the calculation gives -0.1203 / -0.1200 Eh. The expectation value of S² is 2.01. Its HOMO-LUMO gap (spin up / spin down) is 5.35 / 5.34 eV.



Values of DFT total energy, in order: -150514.990; -112559.126, all in eV.